(1)
# C10H17HgNO5

C10H17HgNO5 as an isolated structure at a distorted geometry (ωB97M-V/def2-TZVPD, OMol25).

Structure (ORCA input):
```
! wB97M-V def2-TZVPD RIJCOSX def2/J DEFGRID3
* xyz 1 2
Hg -0.25 -0.83 1.81
O -1.65 -0.86 3.63
O 1.16 0.65 3.24
O 0.13 1.37 -1.81
O 2.19 -0.99 -1.51
O 1.64 -2.45 -3.21
N 0.57 -0.45 -3.22
C 2.61 0.62 3.24
C -2.97 -0.39 3.27
C 0.35 0.76 4.43
C 0.40 -0.94 -4.58
C -1.58 2.58 -3.44
C 1.18 -2.24 -4.58
C -0.74 -0.39 4.68
C -0.97 1.46 -3.89
C 1.53 -1.25 -2.50
C -0.06 0.80 -2.89
H -3.64 -0.77 4.05
H 2.07 -2.17 -5.25
H 0.54 -3.09 -4.88
H -3.18 -0.86 2.29
H 3.05 1.26 4.03
H 2.92 0.98 2.24
H 2.97 -0.43 3.32
H -0.16 -1.32 4.84
H 0.82 -0.23 -5.32
H -1.41 -0.15 5.53
H -1.05 1.11 -4.94
H 1.03 0.79 5.31
H -0.67 -1.11 -4.79
H -0.17 1.73 4.28
H -2.15 3.28 -4.07
H -1.50 2.83 -2.38
H -3.03 0.70 3.06
*
```

Values from the calculation:
⟨S²⟩: 0.75
LUMO (alpha / beta) in eV: -2.81 / -6.20
Molecular weight in g mol⁻¹: 431.84
Energy in Ha: -975.246793
HOMO level (alpha / beta) in eV: -12.47 / -12.48
Energy above the lowest of the compared OMol25 structures with the same formula, charge and spin in kcal per mole: 0.0

(2)
# C10H17N2

A 2-piece molecular cluster, C10H17N2 overall at a distorted geometry (ωB97M-V/def2-TZVPD, OMol25).

Structure (ORCA input):
```
! wB97M-V def2-TZVPD RIJCOSX def2/J DEFGRID3
* xyz 1 1
N -0.68 2.43 2.37
N 1.51 1.68 2.59
C 1.02 2.35 1.30
C -1.70 2.54 1.69
C -0.25 -1.84 0.89
C 0.13 0.63 -2.14
C 0.51 1.43 -1.00
C -0.06 -2.76 -0.32
C -0.49 -1.91 -2.76
C 0.33 -1.95 -1.56
C 0.66 1.66 0.17
C -0.55 -0.69 -1.84
H 1.01 0.50 -2.77
H -2.69 2.74 2.09
H -1.46 -2.52 -2.60
H 0.84 1.01 2.99
H 1.40 -1.79 -1.65
H 0.70 -3.44 -0.06
H 1.57 2.46 3.27
H 2.51 1.25 2.60
H 0.01 -0.82 0.71
H -0.91 -3.30 -0.70
H 1.48 3.31 1.17
H -0.53 1.14 -2.82
H 0.03 -1.84 -3.71
H 0.11 -2.26 1.77
H -1.32 -1.87 1.04
H -1.76 2.49 0.53
H -1.41 -0.65 -1.25
*
```

Values from the calculation:
LUMO in eV: -4.03
Molecular weight in g mol⁻¹: 165.26
Energy in Ha: -500.273126
HOMO level in eV: -12.36
Energy above the lowest of the compared OMol25 structures with the same formula, charge and spin in kcal per mole: 122.6

(3)
# C10H17N2P

One molecule with the formula C10H17N2P at a distorted geometry (ωB97M-V/def2-TZVPD, OMol25).

Structure (ORCA input):
```
! wB97M-V def2-TZVPD RIJCOSX def2/J DEFGRID3
* xyz 0 1
P 0.32 -1.39 -4.25
N -0.86 0.46 -0.92
N -0.74 0.12 -2.20
C 2.21 -1.15 0.77
C -0.78 2.09 1.29
C -1.43 -0.19 1.84
C 0.06 0.04 -0.02
C 0.97 0.42 2.35
C 1.15 -0.70 -0.13
C 1.58 -0.96 2.20
C -0.22 0.61 1.36
C 0.23 -0.67 -2.61
C -1.89 0.33 -3.03
H 1.41 -2.23 -3.93
H 1.58 1.22 2.14
H -2.88 -0.21 -2.75
H -1.93 0.09 2.77
H -0.92 2.57 2.22
H 2.56 -2.27 0.80
H -2.04 -0.27 1.06
H -1.09 -1.11 2.13
H -1.77 2.25 0.91
H -2.13 1.52 -3.13
H 0.95 -1.76 2.27
H -0.10 2.68 0.82
H 3.01 -0.53 0.59
H 2.48 -1.15 2.83
H 1.20 -0.43 -4.79
H -1.63 0.15 -4.04
H 0.68 0.49 3.45
*
```

Values from the calculation:
LUMO (alpha / beta) in eV: -0.48 / -0.20
Molecular weight in g mol⁻¹: 196.23
Energy in Ha: -841.791597
HOMO level (alpha / beta) in eV: -7.16 / -7.13
Energy above the lowest of the compared OMol25 structures with the same formula, charge and spin in kcal per mole: 190.3

(4)
# C10H17N3

One molecule with the formula C10H17N3 at a distorted geometry (ωB97M-V/def2-TZVPD, OMol25).

Structure (ORCA input):
```
! wB97M-V def2-TZVPD RIJCOSX def2/J DEFGRID3
* xyz 0 1
N -1.15 0.94 -0.18
N 2.08 2.31 -0.39
N -0.88 -0.24 0.12
C 0.99 1.67 -0.76
C 2.91 0.20 0.38
C -3.50 0.33 -1.15
C 3.13 1.41 -0.19
C -0.41 2.06 -0.53
C 0.40 -1.01 0.39
C 0.83 -1.82 -0.84
C -2.66 1.06 -0.08
C 1.58 -0.11 1.05
C -0.13 -2.04 1.55
H -2.76 2.16 0.12
H -0.02 -2.29 -1.20
H 1.68 -2.43 -0.43
H -0.61 -2.88 1.13
H -0.70 -1.53 2.22
H 1.18 -1.18 -1.67
H 4.16 1.70 -0.55
H 1.84 -0.68 1.86
H -4.31 -0.17 -0.59
H -2.88 -0.47 -1.59
H 3.78 -0.55 0.58
H 0.68 -2.54 2.02
H 1.13 0.79 1.32
H -0.78 3.09 -0.49
H -3.94 1.05 -1.87
H 1.10 0.58 -1.07
H -2.75 0.59 0.85
*
```

Values from the calculation:
LUMO (alpha / beta) in eV: 0.26 / 0.27
Molecular weight in g mol⁻¹: 179.27
Energy in Ha: -555.295563
HOMO level (alpha / beta) in eV: -7.31 / -7.31
Energy above the lowest of the compared OMol25 structures with the same formula, charge and spin in kcal per mole: 108.1

(5)
# C10H17N3

A 2-piece molecular cluster, C10H17N3 overall at a distorted geometry (ωB97M-V/def2-TZVPD, OMol25).

Structure (ORCA input):
```
! wB97M-V def2-TZVPD RIJCOSX def2/J DEFGRID3
* xyz 2 1
N -1.06 1.37 -0.05
N -1.55 -1.55 0.12
N 0.89 0.20 -0.11
C -0.67 -2.59 -0.20
C 1.64 -0.51 0.82
C 3.05 -0.54 0.76
C -2.17 -1.65 1.38
C -0.44 0.29 0.02
C 3.57 -0.17 -0.47
C 1.52 0.68 -1.23
C 2.85 0.48 -1.49
C -2.48 1.46 -0.22
C -0.44 2.68 -0.20
H -3.09 1.93 0.57
H 0.94 1.38 -1.84
H -1.34 -3.43 -0.43
H -2.71 2.23 -0.98
H -2.94 0.41 -0.59
H 3.41 0.61 -2.41
H -3.21 -2.28 1.14
H 1.25 -0.99 1.69
H -1.61 -2.12 2.14
H 0.61 2.52 -0.17
H -0.83 3.34 0.60
H 3.77 -0.81 1.49
H 4.60 -0.40 -0.66
H -0.03 -2.83 0.65
H -2.60 -0.73 1.79
H -0.07 -2.18 -1.07
H -0.84 3.21 -1.08
*
```

Values from the calculation:
LUMO (alpha / beta) in eV: -8.97 / -8.97
Molecular weight in g mol⁻¹: 179.27
Energy in Ha: -554.689840
HOMO level (alpha / beta) in eV: -16.80 / -16.80
Energy above the lowest of the compared OMol25 structures with the same formula, charge and spin in kcal per mole: 139.2

(6)
# C10H17N4O

A 2-piece molecular cluster, C10H17N4O overall at a distorted geometry (ωB97M-V/def2-TZVPD, OMol25).

Structure (ORCA input):
```
! wB97M-V def2-TZVPD RIJCOSX def2/J DEFGRID3
* xyz 1 1
O -1.57 0.76 -1.45
N 0.83 -0.01 0.90
N -1.57 0.14 -0.10
N -2.00 1.05 0.80
N 0.33 -3.39 0.50
C -0.82 -0.93 0.23
C 2.48 1.80 0.60
C 1.92 0.33 -1.39
C -0.47 -1.72 -0.92
C 1.37 1.00 0.00
C -2.41 2.07 0.21
C 0.05 -2.92 -0.75
C -2.32 1.95 -1.29
C -1.08 -1.66 1.53
C -0.11 -2.79 1.53
H 1.06 -0.08 -2.00
H 2.16 2.26 1.51
H 0.33 0.64 1.48
H 1.50 -0.58 1.43
H -0.60 -1.23 -1.92
H 2.89 2.58 -0.13
H 3.28 1.16 0.79
H -2.07 -2.23 1.34
H -1.68 2.78 -1.83
H 2.38 1.15 -1.94
H -2.97 2.83 0.75
H -3.30 1.84 -1.69
H 0.50 1.62 -0.32
H -1.02 -1.02 2.41
H 2.53 -0.53 -1.28
H 0.39 -3.59 -1.53
H -0.02 -3.27 2.55
*
```

Values from the calculation:
LUMO in eV: -4.08
Molecular weight in g mol⁻¹: 209.27
Energy in Ha: -685.089309
HOMO level in eV: -12.85
Energy above the lowest of the compared OMol25 structures with the same formula, charge and spin in kcal per mole: 93.7

(7)
# C10H17N5

A 2-piece molecular cluster, C10H17N5 overall at a distorted geometry (ωB97M-V/def2-TZVPD, OMol25).

Structure (ORCA input):
```
! wB97M-V def2-TZVPD RIJCOSX def2/J DEFGRID3
* xyz 2 1
N -2.14 0.70 -0.32
N -0.93 0.75 0.32
N 1.29 -1.96 0.29
N 2.52 0.41 0.45
N 1.73 0.68 -0.60
C -2.22 2.46 1.06
C 1.95 2.02 -1.06
C 0.61 -1.47 -0.89
C 3.22 1.44 0.77
C 2.90 2.48 -0.16
C -0.93 1.84 1.05
C 0.43 -2.20 1.39
C -2.52 -0.38 -1.15
C 0.70 -0.01 -1.05
C -2.94 1.67 0.15
H -2.37 3.45 1.46
H -0.57 -2.70 1.24
H 1.78 -2.75 0.13
H -2.01 -0.16 -2.07
H -2.06 -1.33 -0.66
H 0.30 -1.36 1.98
H 1.01 -1.93 -1.75
H 2.03 -1.20 0.56
H 1.45 2.43 -1.88
H 3.78 1.27 1.62
H 3.24 3.51 -0.19
H -3.55 -0.23 -1.16
H 0.26 0.23 -2.01
H 0.97 -2.90 2.06
H -0.03 2.19 1.56
H -0.45 -1.81 -0.98
H -4.00 1.74 0.15
*
```

Values from the calculation:
LUMO in eV: -8.74
Molecular weight in g mol⁻¹: 207.28
Energy in Ha: -664.273008
HOMO level in eV: -16.09
Energy above the lowest of the compared OMol25 structures with the same formula, charge and spin in kcal per mole: 98.3